(1)
Entry from OMol25: C35H52P4SeV as an isolated structure at a distorted geometry (wB97M-V/def2-TZVPD).

The HOMO-LUMO gap (alpha / beta) comes out at 0.182 / 0.218 hartree. Its net charge is +3. The energy above the lowest of the compared OMol25 structures with the same formula, charge and spin is 146.0 kJ/mol. As for the spin multiplicity: 3. The calculation puts the HOMO energy (alpha / beta) at -15.4957 / -15.9194 eV.

Atoms and positions in Å:
V: -0.48 -0.88 -0.16
P: -2.52 -1.05 1.49
P: 0.43 -2.86 -0.84
P: -2.29 -1.15 -1.88
H: -0.39 2.93 -0.49
C: -1.44 2.90 -0.81
C: -2.39 2.81 0.11
H: -2.13 2.97 1.17
C: -2.34 -0.19 3.09
C: -2.87 -2.78 2.01
C: -4.13 -0.32 1.06
C: 1.50 -2.71 -2.32
C: 1.73 -3.42 0.29
C: -0.52 -4.35 -1.08
C: -3.42 0.28 -2.16
C: -3.56 -2.48 -1.65
C: -1.84 -1.43 -3.65
H: -1.67 2.68 -1.87
H: -3.42 2.57 -0.15
H: -2.42 0.89 2.90
H: -1.40 -0.44 3.60
H: -3.20 -0.53 3.67
H: -1.96 -3.27 2.41
H: -3.23 -3.36 1.15
H: -3.62 -2.70 2.80
H: -4.05 0.76 0.84
H: -4.69 -0.47 2.00
H: -4.65 -0.85 0.24
H: 1.99 -3.65 -2.59
H: 2.28 -1.97 -2.12
H: 0.91 -2.35 -3.15
H: 2.30 -4.21 -0.21
H: 1.30 -3.82 1.21
H: 2.41 -2.60 0.54
H: 0.15 -5.21 -1.08
H: -1.05 -4.34 -2.03
H: -1.24 -4.49 -0.27
H: -4.01 0.04 -3.06
H: -2.83 1.19 -2.34
H: -4.09 0.45 -1.31
H: -4.20 -2.47 -2.55
H: -4.21 -2.29 -0.78
H: -3.09 -3.46 -1.54
H: -2.75 -1.29 -4.25
H: -1.43 -2.44 -3.79
H: -1.10 -0.68 -3.97
C: 0.74 2.24 -4.19
C: 0.35 3.58 -3.88
C: 0.31 4.52 -4.90
C: 0.77 4.17 -6.20
C: 1.27 2.88 -6.46
C: 1.29 1.92 -5.45
Se: 0.38 1.08 -2.89
H: -0.90 -1.35 1.46
H: -0.01 3.81 -2.88
H: -0.12 5.52 -4.68
H: 0.67 4.94 -7.00
H: 1.60 2.68 -7.49
H: 1.68 0.94 -5.67
C: 1.15 4.73 2.80
C: 2.21 4.21 2.06
C: 2.16 2.91 1.57
C: 1.07 2.07 1.87
C: 0.01 2.60 2.62
C: 0.02 3.93 3.06
P: 1.00 0.28 1.41
C: 2.74 0.00 0.91
C: 3.09 0.42 -0.37
C: 4.32 0.05 -0.92
C: 5.25 -0.63 -0.14
C: 4.95 -0.96 1.18
C: 3.69 -0.66 1.72
C: 1.06 -0.48 3.12
C: 0.70 -1.82 3.26
C: 0.75 -2.45 4.50
C: 1.15 -1.72 5.64
C: 1.49 -0.37 5.50
C: 1.47 0.24 4.24
H: 1.19 5.73 3.21
H: 3.09 4.82 1.86
H: 2.99 2.51 0.99
H: -0.83 1.95 2.88
H: -0.84 4.31 3.61
H: 2.37 1.00 -0.96
H: 4.54 0.31 -1.94
H: 6.22 -0.90 -0.55
H: 5.68 -1.46 1.83
H: 3.46 -0.92 2.76
H: 0.34 -2.37 2.38
H: 0.47 -3.50 4.55
H: 1.14 -2.21 6.60
H: 1.76 0.22 6.37
H: 1.73 1.29 4.11

---

(2)
Entry from OMol25: a 7-piece molecular cluster, C35H53Br2FO15 overall at a distorted geometry (wB97M-V/def2-TZVPD).

The HOMO-LUMO gap comes out at 0.360 hartree. Its net charge is 0. Its SMILES is CCCC[C@@H](OC(=O)CC(=O)F)[C@@H](Br)[C@@H](C)Br.O=C1CCCO1.O=C1CCCO1.O=C1CCCO1.O=C1CCCO1.O=C1CCCO1.O=C1CCCO1. The calculation puts the HOMO energy at -9.6270 eV.

Atoms and positions in Å:
C: 1.52 -3.08 2.98
C: 0.45 -1.99 3.18
C: -0.59 -1.86 2.05
C: -0.62 -0.48 1.34
C: 0.18 -0.36 0.05
O: 0.27 1.01 -0.42
C: -0.72 1.85 -0.09
O: -1.77 1.84 -0.69
C: -0.52 2.92 0.97
C: 0.77 2.93 1.74
O: 1.14 2.14 2.55
F: 1.51 4.02 1.46
C: 1.59 -0.99 0.05
Br: 1.44 -2.78 -0.68
C: 2.67 -0.30 -0.79
C: 2.30 0.00 -2.25
Br: 3.41 1.29 0.06
H: 1.70 -3.59 3.93
H: 2.49 -2.63 2.71
H: 1.24 -3.80 2.21
H: 0.96 -1.03 3.31
H: -0.06 -2.21 4.12
H: -0.54 -2.69 1.35
H: -1.57 -1.96 2.53
H: -1.66 -0.26 1.11
H: -0.26 0.24 2.08
H: -0.38 -0.91 -0.72
H: -1.33 2.87 1.70
H: -0.60 3.87 0.44
H: 1.97 -1.07 1.07
H: 3.52 -0.99 -0.80
H: 3.17 -0.07 -2.90
H: 1.86 0.99 -2.32
H: 1.55 -0.71 -2.60
O: -3.73 -0.92 -3.69
C: -3.39 0.04 -4.31
O: -3.97 0.38 -5.49
C: -3.30 1.51 -6.07
C: -2.60 2.20 -4.92
C: -2.28 1.03 -3.99
H: -2.59 1.13 -6.82
H: -4.04 2.13 -6.57
H: -1.73 2.78 -5.23
H: -3.29 2.89 -4.42
H: -1.33 0.56 -4.23
H: -2.30 1.30 -2.94
O: 4.91 0.98 -4.53
C: 5.35 1.95 -3.99
O: 6.66 2.30 -4.09
C: 6.94 3.44 -3.26
C: 5.59 4.13 -3.07
C: 4.63 2.95 -3.10
H: 7.36 3.09 -2.32
H: 7.67 4.06 -3.76
H: 5.54 4.72 -2.15
H: 5.39 4.80 -3.91
H: 4.50 2.50 -2.11
H: 3.66 3.20 -3.52
O: 0.18 -2.67 6.32
C: 1.24 -2.30 6.74
O: 2.05 -1.47 6.04
C: 3.29 -1.28 6.72
C: 3.00 -1.60 8.18
C: 1.91 -2.67 8.05
H: 4.03 -1.96 6.29
H: 3.62 -0.26 6.56
H: 3.88 -1.93 8.74
H: 2.59 -0.72 8.68
H: 2.32 -3.67 7.95
H: 1.18 -2.65 8.86
O: -3.31 -5.53 3.41
C: -3.84 -4.49 3.64
O: -3.34 -3.30 3.22
C: -4.13 -2.21 3.72
C: -5.49 -2.82 4.04
C: -5.11 -4.24 4.44
H: -3.63 -1.82 4.61
H: -4.17 -1.43 2.97
H: -6.03 -2.27 4.81
H: -6.11 -2.84 3.14
H: -4.87 -4.33 5.50
H: -5.87 -4.98 4.18
O: 0.11 -5.57 -1.92
C: -0.84 -5.09 -2.46
O: -0.98 -3.76 -2.64
C: -2.26 -3.46 -3.23
C: -2.69 -4.75 -3.92
C: -2.05 -5.81 -3.03
H: -2.95 -3.17 -2.43
H: -2.15 -2.62 -3.91
H: -3.77 -4.84 -4.03
H: -2.25 -4.80 -4.92
H: -2.70 -6.10 -2.19
H: -1.74 -6.71 -3.57
O: -2.27 5.48 -4.34
C: -1.49 5.87 -3.53
O: -0.53 6.78 -3.81
C: 0.33 6.98 -2.68
C: -0.50 6.55 -1.47
C: -1.37 5.44 -2.08
H: 1.22 6.37 -2.81
H: 0.62 8.03 -2.64
H: 0.11 6.23 -0.63
H: -1.13 7.37 -1.13
H: -0.88 4.47 -2.05
H: -2.35 5.38 -1.61

---

(3)
Entry from OMol25: C35H53Cl2CoN4O4Si as an isolated structure at a distorted geometry (wB97M-V/def2-TZVPD).

The HOMO-LUMO gap (alpha / beta) comes out at 0.203 / 0.206 hartree. Its net charge is -1. The energy above the lowest of the compared OMol25 structures with the same formula, charge and spin is 0.0 kJ/mol. As for the spin multiplicity: 4. The calculation puts the HOMO energy (alpha / beta) at -3.2793 / -3.3851 eV.

Atoms and positions in Å:
C: 2.16 5.05 1.66
C: 3.19 5.38 0.64
H: 2.56 5.21 2.67
H: 1.88 4.00 1.60
H: 1.26 5.65 1.56
C: 4.24 6.19 0.81
C: 4.61 6.95 2.03
H: 4.91 6.32 -0.03
H: 4.40 6.37 2.94
H: 4.02 7.87 2.12
H: 5.66 7.24 2.06
Co: -1.24 -2.40 1.14
Cl: -0.85 -0.17 1.54
C: -0.98 -1.13 -1.44
O: -0.63 -2.15 -0.81
N: -0.56 -0.86 -2.68
C: 0.61 -1.50 -3.24
C: -1.27 0.09 -3.51
H: -1.66 -0.41 -1.00
H: 0.85 -2.38 -2.66
H: 1.46 -0.81 -3.21
H: 0.43 -1.78 -4.28
H: -2.16 0.43 -3.00
H: -1.56 -0.36 -4.45
H: -0.64 0.96 -3.72
H: -2.03 -7.16 -1.20
H: -4.44 -7.26 0.09
C: -1.69 -7.06 -0.17
C: -3.88 -6.97 0.98
N: -2.65 -6.31 0.61
H: -0.74 -6.55 -0.15
C: -2.43 -5.04 0.96
O: -1.40 -4.42 0.64
H: -4.50 -6.31 1.58
H: -3.21 -4.57 1.54
H: -1.57 -8.06 0.25
H: -3.67 -7.87 1.56
H: 1.28 -1.10 5.07
H: 2.37 -0.37 2.73
C: 1.61 -2.12 4.85
C: 2.82 -1.36 2.83
N: 1.86 -2.27 3.44
H: 0.84 -2.81 5.17
C: 1.09 -3.05 2.69
O: 0.77 -2.79 1.51
H: 3.06 -1.72 1.84
H: 0.76 -3.97 3.18
H: 2.52 -2.32 5.42
H: 3.71 -1.30 3.45
O: 3.73 3.47 -0.76
C: 3.01 4.69 -0.70
C: 4.69 5.45 -2.45
C: 3.45 5.59 -1.84
H: 5.35 4.65 -2.12
C: 5.07 6.30 -3.47
H: 1.94 4.49 -0.83
C: 2.60 6.60 -2.26
H: 6.03 6.18 -3.94
C: 4.21 7.31 -3.90
C: 2.97 7.46 -3.29
H: 1.64 6.73 -1.78
H: 4.51 7.98 -4.69
H: 2.30 8.24 -3.61
Si: 3.15 2.05 -1.43
Cl: -1.76 -2.93 3.34
C: 4.69 1.04 -1.74
C: 2.24 2.41 -3.03
C: 2.01 1.14 -0.25
H: 5.47 1.64 -2.20
H: 4.48 0.20 -2.41
H: 5.08 0.63 -0.81
H: 2.52 0.90 0.68
H: 1.67 0.20 -0.69
H: 1.13 1.73 0.00
H: 2.81 3.08 -3.67
H: 1.27 2.86 -2.86
H: 2.08 1.49 -3.59
C: -5.37 -3.53 -2.61
C: -4.02 -3.82 -2.48
C: -3.29 -3.33 -1.39
C: -3.90 -2.54 -0.39
C: -5.28 -2.25 -0.57
C: -6.00 -2.74 -1.65
N: -3.19 -2.06 0.79
C: -4.00 -1.75 1.95
C: -3.82 -0.58 2.72
C: -4.57 -0.35 3.88
C: -5.51 -1.28 4.30
C: -5.73 -2.43 3.55
C: -4.99 -2.67 2.39
H: -5.94 -3.92 -3.45
H: -3.53 -4.43 -3.23
H: -2.26 -3.62 -1.37
H: -5.82 -1.64 0.14
H: -7.06 -2.51 -1.75
H: -3.12 0.18 2.44
H: -4.40 0.55 4.46
H: -6.08 -1.10 5.21
H: -6.47 -3.16 3.88
H: -5.18 -3.58 1.85

---

Number 1: total energy -165299.45860 eV. Number 2: total energy -210671.32313 eV. Number 3: total energy -121860.77409 eV.